Record 1
{"formula": "C29H32CoN4O5P2S", "method": "ωB97M-V/def2-TZVPD", "lumo_energy_ev": [-4.11, -3.97], "multiplicity": 5, "s2": 6.1550, "homo_lumo_gap_ev": [4.977, 6.551], "total_charge": 1, "total_energy_ev": -113823.7633, "fmax_ev_per_a": 1.19, "elements": ["Co", "C", "P", "C", "C", "C", "P", "C", "C", "H", "H", "H", "H", "H", "H", "H", "H", "H", "H", "H", "H", "H", "H", "H", "H", "C", "O", "C", "C", "C", "C", "C", "C", "N", "N", "C", "C", "C", "C", "O", "C", "N", "C", "C", "C", "C", "H", "H", "H", "H", "H", "H", "H", "H", "H", "H", "H", "H", "O", "C", "N", "S", "O", "O", "C", "C", "C", "C", "C", "C", "H", "H", "H", "H"], "positions_angstrom": [[-0.250, -0.004, -0.107], [-2.633, -1.992, -1.897], [-2.195, -1.123, -0.361], [-2.619, -2.308, 0.951], [-3.496, 0.165, -0.211], [-3.189, 1.096, 0.966], [-1.531, 1.877, 0.737], [-1.938, 3.377, -0.214], [-1.118, 2.499, 2.400], [-1.890, -2.762, -2.108], [-2.664, -1.282, -2.724], [-3.611, -2.457, -1.781], [-1.942, -3.160, 0.907], [-3.646, -2.647, 0.822], [-2.498, -1.827, 1.920], [-4.466, -0.321, -0.089], [-3.501, 0.723, -1.149], [-3.173, 0.536, 1.903], [-3.941, 1.883, 1.045], [-2.621, 4.010, 0.353], [-2.413, 3.081, -1.147], [-1.033, 3.932, -0.456], [-1.914, 3.136, 2.785], [-0.192, 3.071, 2.351], [-0.969, 1.651, 3.069], [7.026, -7.284, 0.144], [7.229, -6.890, 1.489], [6.977, -5.615, 1.831], [7.124, -5.300, 3.192], [6.811, -4.055, 3.662], [6.317, -3.065, 2.780], [6.276, -3.359, 1.394], [6.593, -4.615, 0.932], [5.873, -1.901, 3.275], [5.332, -0.965, 2.593], [4.004, -0.834, 2.475], [3.077, -1.611, 3.196], [1.714, -1.566, 2.938], [1.223, -0.765, 1.917], [-0.064, -0.702, 1.546], [2.131, 0.059, 1.205], [1.583, 0.781, 0.189], [2.353, 1.583, -0.520], [3.720, 1.713, -0.264], [4.301, 0.956, 0.729], [3.506, 0.093, 1.495], [7.181, -8.359, 0.124], [7.745, -6.806, -0.526], [6.011, -7.056, -0.189], [7.494, -6.076, 3.850], [6.917, -3.806, 4.709], [5.991, -2.567, 0.713], [6.553, -4.811, -0.131], [3.474, -2.272, 3.955], [1.031, -2.186, 3.504], [1.879, 2.136, -1.323], [4.308, 2.392, -0.864], [5.363, 1.007, 0.933], [0.847, -1.397, -1.716], [0.353, -0.562, -2.484], [-0.327, 0.475, -1.972], [-0.945, 1.474, -3.144], [-0.284, 2.742, -3.089], [-2.382, 1.468, -3.065], [-0.354, 0.472, -4.499], [-0.522, 0.613, -5.859], [0.059, -0.347, -6.682], [0.790, -1.404, -6.151], [0.949, -1.535, -4.777], [0.362, -0.587, -3.960], [-1.087, 1.433, -6.281], [-0.059, -0.258, -7.753], [1.234, -2.134, -6.813], [1.509, -2.355, -4.348]]}

Record 2
{"formula": "C47H53N7O9", "method": "ωB97M-V/def2-TZVPD", "lumo_energy_ev": 0.55, "homo_lumo_gap_ev": 10.129, "total_energy_ev": -78454.5676, "fmax_ev_per_a": 3.89, "elements": ["N", "C", "C", "C", "C", "C", "H", "H", "H", "H", "H", "N", "C", "C", "C", "C", "C", "H", "H", "H", "H", "H", "N", "C", "C", "C", "C", "C", "H", "H", "H", "H", "H", "N", "C", "C", "C", "C", "C", "H", "H", "H", "H", "H", "N", "C", "C", "C", "C", "C", "H", "H", "H", "H", "H", "N", "C", "C", "C", "C", "C", "H", "H", "H", "H", "H", "N", "C", "C", "C", "C", "C", "H", "H", "H", "H", "H", "C", "C", "C", "O", "C", "O", "O", "H", "H", "H", "H", "H", "H", "C", "C", "C", "O", "C", "O", "O", "H", "H", "H", "H", "H", "H", "C", "C", "C", "O", "C", "O", "O", "H", "H", "H", "H", "H", "H"], "positions_angstrom": [[1.815, -4.717, -5.258], [2.664, -4.273, -4.364], [2.513, -3.045, -3.752], [1.469, -2.260, -4.158], [0.556, -2.763, -5.046], [0.792, -3.992, -5.609], [3.576, -4.871, -4.209], [3.179, -2.827, -2.977], [1.409, -1.214, -3.885], [-0.292, -2.133, -5.422], [-0.021, -4.507, -6.258], [1.480, 6.072, -3.270], [0.267, 6.394, -2.856], [-0.426, 5.684, -1.863], [0.146, 4.514, -1.433], [1.429, 4.120, -1.856], [1.980, 4.936, -2.826], [-0.137, 7.272, -3.283], [-1.321, 5.983, -1.389], [-0.298, 3.992, -0.647], [1.844, 3.268, -1.467], [2.958, 4.680, -3.260], [-1.904, 0.892, -3.660], [-1.805, -0.354, -4.142], [-2.647, -1.391, -3.853], [-3.679, -1.182, -2.990], [-3.814, 0.102, -2.462], [-2.990, 1.109, -2.931], [-0.930, -0.482, -4.801], [-2.399, -2.339, -4.287], [-4.389, -1.958, -2.769], [-4.581, 0.434, -1.727], [-3.125, 2.089, -2.503], [-3.698, -4.909, -3.166], [-4.022, -4.853, -1.902], [-3.119, -4.914, -0.805], [-1.802, -5.039, -1.143], [-1.396, -4.968, -2.535], [-2.386, -4.941, -3.469], [-5.093, -4.801, -1.702], [-3.536, -4.947, 0.168], [-1.136, -5.070, -0.279], [-0.326, -5.235, -2.790], [-2.186, -5.000, -4.544], [1.587, -3.840, 5.149], [1.621, -4.983, 5.714], [1.708, -5.174, 7.093], [2.030, -4.084, 7.870], [1.927, -2.820, 7.277], [1.694, -2.762, 5.946], [1.557, -5.848, 5.037], [1.789, -6.193, 7.471], [2.061, -4.162, 8.910], [2.099, -1.955, 7.864], [1.785, -1.823, 5.415], [-1.709, 5.781, 1.224], [-0.512, 5.813, 1.737], [0.084, 4.714, 2.349], [-0.599, 3.464, 2.292], [-1.827, 3.423, 1.712], [-2.323, 4.605, 1.225], [-0.029, 6.751, 1.833], [1.126, 4.770, 2.698], [-0.127, 2.480, 2.518], [-2.289, 2.492, 1.613], [-3.378, 4.598, 0.968], [2.189, 0.708, 6.789], [1.103, 1.070, 7.459], [0.190, 2.078, 7.025], [0.553, 2.709, 5.828], [1.671, 2.328, 5.061], [2.516, 1.392, 5.686], [0.819, 0.439, 8.337], [-0.695, 2.325, 7.538], [-0.162, 3.483, 5.510], [1.937, 2.709, 4.080], [3.483, 1.041, 5.332], [2.265, 2.324, -6.978], [1.763, 2.773, -5.574], [0.510, 2.210, -4.884], [1.011, 1.150, -4.066], [2.321, 1.367, -3.816], [3.002, 0.676, -3.095], [2.806, 2.347, -4.622], [3.279, 2.775, -7.164], [1.585, 2.579, -7.780], [2.472, 1.229, -7.060], [1.736, 3.920, -5.549], [-0.290, 1.813, -5.534], [0.037, 2.979, -4.325], [-0.292, -1.528, -0.910], [0.867, -0.604, -0.759], [0.605, 0.897, -0.922], [1.134, 1.513, 0.297], [1.532, 0.579, 1.100], [1.961, 0.815, 2.213], [1.376, -0.694, 0.583], [-1.053, -1.372, -0.201], [0.075, -2.572, -0.840], [-0.654, -1.587, -1.951], [1.739, -0.787, -1.473], [-0.434, 1.101, -0.973], [1.040, 1.345, -1.789], [-1.890, -0.698, 5.009], [-0.867, -0.691, 3.871], [-0.505, -2.007, 3.213], [-1.488, -2.017, 2.081], [-1.879, -0.701, 1.898], [-2.565, -0.252, 0.987], [-1.336, 0.117, 2.802], [-2.191, 0.341, 5.237], [-1.364, -1.011, 5.883], [-2.739, -1.364, 4.930], [0.000, -0.233, 4.329], [-0.568, -2.811, 3.895], [0.505, -2.012, 2.755]]}

Record 3
{"formula": "C5H6O", "method": "ωB97M-V/def2-TZVPD", "lumo_energy_ev": 0.46, "homo_lumo_gap_ev": 8.233, "total_energy_ev": -7322.9048, "fmax_ev_per_a": 0.93, "elements": ["C", "C", "C", "C", "O", "C", "H", "H", "H", "H", "H", "H"], "positions_angstrom": [[0.454, -1.242, -0.199], [0.306, -0.224, -1.276], [-0.295, 0.900, -0.904], [-0.622, 0.865, 0.561], [-0.890, -0.488, 0.926], [0.451, 0.330, 1.434], [-0.165, -2.138, -0.263], [1.479, -1.474, 0.103], [0.755, -0.407, -2.252], [-0.459, 1.765, -1.544], [-1.371, 1.553, 0.956], [0.252, 0.578, 2.495]]}

Record 4
{"formula": "C4H9N3", "method": "ωB97M-V/def2-TZVPD", "lumo_energy_ev": 0.71, "homo_lumo_gap_ev": 9.779, "total_energy_ev": -8763.2674, "fmax_ev_per_a": 2.89, "elements": ["C", "C", "N", "C", "C", "N", "N", "H", "H", "H", "H", "H", "H", "H", "H", "H"], "positions_angstrom": [[-0.533, 2.196, 0.092], [-0.148, -2.471, 0.077], [0.617, 1.333, 0.116], [0.744, 0.005, -0.112], [-0.499, -1.011, -0.035], [1.901, -0.552, -0.216], [-1.737, -0.673, -0.150], [1.539, 1.868, 0.042], [2.644, 0.144, -0.170], [-1.864, 0.329, -0.225], [-0.209, 3.234, 0.216], [-1.061, 2.134, -0.863], [-1.205, 1.968, 0.924], [-1.054, -3.083, 0.108], [0.428, -2.643, 0.990], [0.438, -2.778, -0.793]]}

Record 5
{"formula": "C41H39N2O4", "method": "ωB97M-V/def2-TZVPD", "lumo_energy_ev": -4.70, "homo_lumo_gap_ev": 4.833, "total_charge": 1, "total_energy_ev": -54312.2150, "fmax_ev_per_a": 2.64, "elements": ["C", "C", "C", "C", "O", "C", "C", "C", "C", "C", "C", "C", "C", "O", "C", "C", "C", "C", "C", "H", "H", "H", "H", "H", "H", "H", "H", "H", "H", "H", "H", "H", "H", "H", "C", "C", "C", "C", "C", "C", "N", "C", "C", "O", "C", "C", "C", "C", "C", "C", "C", "C", "N", "C", "C", "C", "C", "C", "C", "C", "C", "O", "H", "H", "H", "H", "H", "H", "H", "H", "H", "H", "H", "H", "H", "H", "H", "H", "H", "H", "H", "H", "H", "H", "H", "H"], "positions_angstrom": [[-5.146, 0.626, 4.177], [-4.423, -0.285, 3.179], [-3.021, 0.244, 3.178], [-2.981, 1.359, 4.055], [-4.163, 1.625, 4.671], [-1.804, 2.102, 4.255], [-0.667, 1.706, 3.598], [-0.624, 0.496, 2.819], [0.594, -0.101, 2.436], [1.882, 0.473, 2.693], [2.880, -0.285, 3.363], [4.099, 0.290, 3.660], [4.374, 1.614, 3.232], [5.588, 2.084, 3.629], [6.212, 1.023, 4.461], [5.288, -0.197, 4.431], [3.427, 2.366, 2.512], [2.186, 1.816, 2.307], [-1.859, -0.188, 2.573], [-5.975, 1.182, 3.725], [-5.531, 0.080, 5.046], [-4.467, -1.331, 3.496], [-4.888, -0.212, 2.190], [-1.836, 2.964, 4.915], [0.243, 2.292, 3.709], [0.555, -1.139, 2.115], [2.664, -1.311, 3.673], [7.205, 0.823, 4.044], [6.331, 1.431, 5.473], [5.018, -0.516, 5.442], [5.779, -1.041, 3.933], [3.700, 3.358, 2.166], [1.404, 2.395, 1.817], [-1.869, -1.080, 1.946], [2.636, 4.578, -4.521], [2.149, 3.226, -4.316], [2.475, 2.022, -4.886], [1.610, 1.040, -4.312], [0.792, 1.705, -3.411], [-0.439, 1.269, -2.726], [-1.450, 0.985, -3.726], [-1.703, 1.908, -4.812], [-2.005, -0.271, -3.672], [-2.755, -0.756, -4.512], [-1.511, -0.923, -2.373], [-2.672, -0.981, -1.374], [-3.859, -1.824, -1.809], [-5.146, -1.274, -1.743], [-6.256, -2.035, -2.116], [-6.093, -3.362, -2.528], [-4.808, -3.911, -2.590], [-3.689, -3.146, -2.238], [-0.412, -0.016, -2.007], [0.450, -0.217, -0.978], [0.567, -1.426, -0.331], [1.848, -2.049, -0.040], [1.964, -3.464, 0.026], [3.193, -4.071, 0.260], [4.322, -3.292, 0.534], [4.210, -1.898, 0.534], [3.013, -1.278, 0.184], [1.113, 3.042, -3.418], [3.381, 4.577, -5.323], [1.830, 5.260, -4.815], [3.113, 4.976, -3.617], [3.225, 1.849, -5.651], [1.579, -0.024, -4.539], [-0.766, 2.076, -2.040], [-2.646, 1.641, -5.294], [-1.758, 2.918, -4.393], [-0.896, 1.883, -5.559], [-1.117, -1.936, -2.572], [-2.272, -1.352, -0.418], [-3.012, 0.056, -1.204], [-5.263, -0.231, -1.436], [-7.250, -1.593, -2.075], [-6.962, -3.968, -2.785], [-4.669, -4.943, -2.912], [-2.680, -3.560, -2.317], [1.125, 0.620, -0.772], [-0.332, -2.025, -0.147], [1.065, -4.065, -0.129], [3.280, -5.157, 0.256], [5.276, -3.768, 0.760], [5.072, -1.295, 0.818], [2.955, -0.188, 0.145]]}